Formula: C4H10O2
Source: the Open Molecules 2025 dataset
Level of theory: wB97M-V/def2-TZVPD

Last column: Mulliken charge in e.
CARTESIAN COORDINATES (ANGSTROEM)
C  -0.303  0.612  -1.541  -1.33
C  -0.189  -0.108  -0.250  1.02
C  0.775  -1.233  -0.121  -1.41
O  1.069  1.205  1.111  -0.67
C  -1.222  0.046  0.784  -0.15
O  -0.888  -0.200  2.021  -0.80
H  -1.302  1.040  -1.671  0.37
H  0.408  1.446  -1.481  0.32
H  -0.031  -0.010  -2.399  0.33
H  0.440  -2.056  -0.767  0.41
H  1.765  -0.933  -0.476  0.37
H  0.807  -1.565  0.918  0.36
H  1.919  0.810  1.345  0.30
H  -1.844  0.947  0.565  0.32
H  -1.815  -0.780  0.202  0.21
H  0.412  0.778  1.761  0.36

## Properties
LUMO	-0.136	eV
DFT total energy	-8402.32302	eV
E_HOMO	-8.541	eV
relative energy (zero: lowest compared OMol25 entry of this formula, charge and spin)	74.35	kcal/mol

Formula: C4H10O2
Source: the Open Molecules 2025 dataset
Level of theory: wB97M-V/def2-TZVPD

Last column: Mulliken charge in e.
CARTESIAN COORDINATES (ANGSTROEM)
C  -1.757  0.013  0.269  -1.41
C  -0.269  0.295  0.285  0.49
O  0.222  -1.439  1.770  -0.77
C  0.321  0.983  -0.910  -0.60
C  1.648  0.269  -0.860  -0.30
O  1.092  -0.929  -0.374  -0.69
H  -2.159  -0.443  1.179  0.35
H  -2.258  0.994  0.149  0.36
H  -2.033  -0.580  -0.605  0.36
H  0.046  0.697  1.257  0.27
H  -0.323  -2.139  1.395  0.30
H  0.299  2.066  -0.823  0.37
H  -0.233  0.632  -1.783  0.26
H  2.359  0.731  -0.153  0.23
H  2.150  0.171  -1.831  0.30
H  0.896  -1.321  1.034  0.48

## Properties
LUMO	0.578	eV
DFT total energy	-8401.94940	eV
E_HOMO	-9.678	eV
relative energy (zero: lowest compared OMol25 entry of this formula, charge and spin)	82.96	kcal/mol

Formula: C4H10O2
Source: the Open Molecules 2025 dataset
Level of theory: wB97M-V/def2-TZVPD

Last column: Mulliken charge in e.
CARTESIAN COORDINATES (ANGSTROEM)
C  -2.873  -0.579  0.574  -0.69
O  -1.489  -0.770  0.717  -0.30
C  -0.747  0.276  0.136  -0.43
C  0.744  -0.023  0.315  -0.41
O  1.388  0.186  -0.924  -0.31
C  2.774  0.119  -0.955  -0.65
H  -3.369  -1.453  1.002  0.24
H  -3.215  0.325  1.104  0.29
H  -3.161  -0.488  -0.486  0.29
H  -0.959  0.353  -0.943  0.33
H  -1.026  1.239  0.597  0.29
H  1.199  0.632  1.070  0.27
H  0.856  -1.067  0.636  0.32
H  3.378  1.216  -0.785  0.14
H  3.427  0.171  -0.094  0.29
H  3.073  -0.139  -1.964  0.32

## Properties
LUMO	1.037	eV
DFT total energy	-8401.91395	eV
E_HOMO	-9.083	eV
relative energy (zero: lowest compared OMol25 entry of this formula, charge and spin)	83.78	kcal/mol
SMILES	COCCOC

Formula: C4H10O2
Source: the Open Molecules 2025 dataset
Level of theory: wB97M-V/def2-TZVPD

Last column: Mulliken charge in e.
CARTESIAN COORDINATES (ANGSTROEM)
C  -1.512  -1.085  -1.088  -0.53
O  -0.602  -1.019  0.033  -0.15
C  -0.907  -0.124  0.945  -0.37
C  0.171  -0.152  1.995  -0.78
C  1.120  1.372  -0.718  -0.58
O  1.344  0.228  -1.511  -0.52
H  -2.516  -0.843  -0.734  0.34
H  -1.167  -0.365  -1.837  0.26
H  -1.449  -2.104  -1.482  0.25
H  0.085  1.424  -0.336  0.28
H  -0.269  -0.661  2.863  0.37
H  0.383  0.871  2.325  0.31
H  1.101  -0.666  1.718  0.25
H  1.284  2.246  -1.350  0.30
H  1.807  1.423  0.142  0.22
H  1.128  -0.543  -0.967  0.34

## Properties
LUMO	1.002	eV
DFT total energy	-8401.79031	eV
E_HOMO	-8.661	eV
relative energy (zero: lowest compared OMol25 entry of this formula, charge and spin)	86.63	kcal/mol

Formula: C4H10O2
Source: the Open Molecules 2025 dataset
Level of theory: wB97M-V/def2-TZVPD

Last column: Mulliken charge in e.
CARTESIAN COORDINATES (ANGSTROEM)
C  0.950  -2.128  -1.260  -1.05
C  -0.424  -1.704  -1.648  -0.52
C  -0.726  -0.370  -0.958  -0.45
C  -0.575  -0.264  0.458  0.00
O  0.357  0.266  1.160  -0.51
H  1.287  -2.885  -2.015  0.32
H  1.614  -1.313  -1.724  0.27
H  1.193  -2.254  -0.228  0.36
H  -0.591  -1.627  -2.726  0.31
H  -1.101  -2.518  -1.302  0.31
H  -0.210  0.435  -1.394  0.33
H  -1.754  -0.138  -1.311  0.32
H  -1.317  -0.762  1.182  0.32
O  0.215  3.639  2.150  -0.64
H  -0.097  2.812  1.785  0.32
H  1.050  3.806  1.696  0.32

## Properties
LUMO	0.429	eV
DFT total energy	-8403.71311	eV
E_HOMO	-10.150	eV
relative energy (zero: lowest compared OMol25 entry of this formula, charge and spin)	42.29	kcal/mol
SMILES	CCCC=O.O

Formula: C4H10O2
Source: the Open Molecules 2025 dataset
Level of theory: wB97M-V/def2-TZVPD

Last column: Mulliken charge in e.
CARTESIAN COORDINATES (ANGSTROEM)
C  -0.931  0.864  1.504  -1.39
C  0.109  0.649  0.403  0.19
O  1.379  0.237  0.903  -0.57
C  -0.335  -0.376  -0.637  0.23
C  0.588  -0.409  -1.855  -1.36
O  -0.416  -1.659  -0.004  -0.57
H  -1.236  -0.082  1.970  0.31
H  -1.833  1.322  1.080  0.37
H  -0.547  1.536  2.279  0.37
H  0.270  1.600  -0.115  0.34
H  1.203  -0.422  1.589  0.36
H  -1.352  -0.105  -0.965  0.34
H  0.562  0.512  -2.455  0.37
H  1.624  -0.562  -1.533  0.31
H  0.286  -1.236  -2.501  0.35
H  0.479  -2.019  0.116  0.35

## Properties
LUMO	0.869	eV
DFT total energy	-8405.01747	eV
E_HOMO	-10.082	eV
relative energy (zero: lowest compared OMol25 entry of this formula, charge and spin)	12.21	kcal/mol
SMILES	C[C@@H](O)[C@@H](C)O

Formula: C4H10O2
Source: the Open Molecules 2025 dataset
Level of theory: wB97M-V/def2-TZVPD

Last column: Mulliken charge in e.
CARTESIAN COORDINATES (ANGSTROEM)
C  0.101  2.218  -0.080  -1.24
C  0.201  0.825  0.534  -0.46
C  0.066  -0.271  -0.504  0.14
O  1.126  -0.185  -1.426  -0.54
C  0.206  -1.689  0.057  -0.01
O  0.224  -2.660  -0.848  -0.75
H  0.216  2.994  0.683  0.36
H  0.880  2.357  -0.835  0.30
H  -0.871  2.364  -0.566  0.31
H  1.169  0.704  1.037  0.37
H  -0.581  0.687  1.294  0.31
H  -0.909  -0.198  -1.015  0.23
H  1.093  -1.023  -1.922  0.34
H  -1.011  -1.804  0.777  0.10
H  0.867  -1.772  0.941  0.41
H  -0.827  -2.453  0.098  0.12

## Properties
LUMO	0.518	eV
DFT total energy	-8401.01279	eV
E_HOMO	-9.630	eV
relative energy (zero: lowest compared OMol25 entry of this formula, charge and spin)	104.56	kcal/mol

Formula: C4H10O2
Source: the Open Molecules 2025 dataset
Level of theory: wB97M-V/def2-TZVPD

Last column: Mulliken charge in e.
CARTESIAN COORDINATES (ANGSTROEM)
C  -1.743  -0.717  -0.421  -1.32
C  -0.861  0.344  0.122  0.72
O  -1.355  1.434  0.394  -0.60
C  0.542  0.113  0.706  0.15
C  1.509  -0.830  -0.028  -1.13
O  0.977  1.425  0.943  -0.66
H  -1.238  -1.501  -0.983  0.34
H  -2.188  -1.149  0.482  0.32
H  -2.541  -0.252  -1.002  0.35
H  0.298  -0.349  1.675  0.29
H  1.874  -0.413  -0.969  0.28
H  1.035  -1.799  -0.248  0.35
H  2.381  -1.041  0.601  0.34
H  0.015  1.883  0.899  0.47
H  0.861  1.566  -0.803  0.04
H  0.435  1.285  -1.368  0.05

## Properties
LUMO	0.724	eV
DFT total energy	-8403.14440	eV
E_HOMO	-9.900	eV
relative energy (zero: lowest compared OMol25 entry of this formula, charge and spin)	55.41	kcal/mol
SMILES	CC(=O)[C@@H](C)O.[H][H]

Formula: C4H10O2
Source: the Open Molecules 2025 dataset
Level of theory: wB97M-V/def2-TZVPD

Last column: Mulliken charge in e.
CARTESIAN COORDINATES (ANGSTROEM)
C  1.837  -0.020  -1.131  -1.41
C  0.534  0.326  -0.442  0.52
O  -0.268  0.953  -1.349  -0.60
C  -0.116  -0.816  0.326  -0.64
C  -1.314  -0.353  1.168  -0.54
O  -2.108  0.615  0.440  -0.60
H  2.232  0.853  -1.657  0.34
H  2.570  -0.370  -0.398  0.37
H  1.664  -0.812  -1.870  0.34
H  0.811  1.160  0.515  0.07
H  -1.175  1.102  -0.770  0.45
H  0.631  -1.284  0.983  0.30
H  -0.437  -1.573  -0.398  0.34
H  -0.966  -0.074  2.180  0.35
H  -2.012  -1.182  1.346  0.29
H  -1.883  1.474  1.055  0.40

## Properties
LUMO	0.550	eV
DFT total energy	-8403.64307	eV
E_HOMO	-9.319	eV
relative energy (zero: lowest compared OMol25 entry of this formula, charge and spin)	43.91	kcal/mol
SMILES	C[C@@H](O)CCO

Formula: C4H10O2
Source: the Open Molecules 2025 dataset
Level of theory: wB97M-V/def2-TZVPD

Last column: Mulliken charge in e.
CARTESIAN COORDINATES (ANGSTROEM)
C  -2.035  0.318  0.484  -1.49
C  -0.565  -0.054  0.466  0.38
O  -0.500  -1.453  0.664  -0.57
C  0.172  0.357  -0.812  -0.53
C  1.703  0.114  -0.722  -0.38
O  2.117  -0.823  0.278  -0.60
H  -2.472  -0.076  1.407  0.35
H  -2.178  1.404  0.463  0.38
H  -2.549  -0.142  -0.367  0.35
H  -0.094  0.484  1.318  0.16
H  0.433  -1.703  0.542  0.43
H  0.004  1.426  -1.007  0.32
H  -0.279  -0.187  -1.654  0.33
H  2.223  1.065  -0.543  0.26
H  2.073  -0.310  -1.659  0.30
H  1.947  -0.420  1.144  0.32

## Properties
LUMO	0.831	eV
DFT total energy	-8404.78474	eV
E_HOMO	-10.119	eV
relative energy (zero: lowest compared OMol25 entry of this formula, charge and spin)	17.58	kcal/mol
SMILES	C[C@@H](O)CCO

Formula: C4H10O2
Source: the Open Molecules 2025 dataset
Level of theory: wB97M-V/def2-TZVPD

Last column: Mulliken charge in e.
CARTESIAN COORDINATES (ANGSTROEM)
C  2.194  -0.996  -0.393  -0.70
O  1.227  -0.248  0.299  -0.39
C  0.548  0.712  -0.550  -0.38
C  -0.500  1.473  0.186  -0.78
C  -2.412  -0.141  0.144  -0.61
O  -1.266  0.234  0.923  -0.19
H  1.747  -1.598  -1.200  0.30
H  2.953  -0.337  -0.841  0.27
H  2.685  -1.662  0.321  0.24
H  0.147  0.142  -1.409  0.27
H  1.271  1.439  -0.950  0.43
H  -0.041  1.895  1.091  0.22
H  -2.866  -1.028  0.591  0.30
H  -2.123  -0.322  -0.895  0.27
H  -3.080  0.716  0.187  0.30
H  -0.592  -0.482  0.966  0.45

## Properties
LUMO	0.783	eV
DFT total energy	-8400.69661	eV
E_HOMO	-7.441	eV
relative energy (zero: lowest compared OMol25 entry of this formula, charge and spin)	111.85	kcal/mol

Formula: C4H10O2
Source: the Open Molecules 2025 dataset
Level of theory: wB97M-V/def2-TZVPD

Last column: Mulliken charge in e.
CARTESIAN COORDINATES (ANGSTROEM)
C  -0.686  0.307  -1.036  -0.95
C  0.691  -0.337  -0.774  -0.36
C  1.648  0.586  -0.003  -0.49
C  2.110  0.034  1.326  0.01
O  3.150  0.313  1.844  -0.46
H  -1.455  -0.127  -0.398  0.12
H  -1.004  0.317  -2.080  0.31
H  -0.788  1.339  -0.705  0.34
H  1.103  -0.733  -1.699  0.39
H  0.456  -1.181  -0.119  0.26
H  1.154  1.541  0.150  0.31
H  2.538  0.795  -0.601  0.26
H  1.313  -0.584  1.808  0.30
O  -3.167  -0.498  0.976  -0.67
H  -3.765  -0.316  0.238  0.33
H  -3.297  -1.453  1.072  0.32

## Properties
LUMO	0.666	eV
DFT total energy	-8404.30517	eV
E_HOMO	-9.713	eV
relative energy (zero: lowest compared OMol25 entry of this formula, charge and spin)	28.64	kcal/mol
SMILES	CCCC=O.O

Formula: C4H10O2
Source: the Open Molecules 2025 dataset
Level of theory: wB97M-V/def2-TZVPD

Last column: Mulliken charge in e.
CARTESIAN COORDINATES (ANGSTROEM)
C  1.647  -0.176  1.836  -1.17
C  0.569  -0.535  0.857  0.11
C  -0.458  0.247  0.528  -0.38
C  -1.553  -0.169  -0.405  -0.44
O  -1.756  0.877  -1.354  -0.57
H  2.642  -0.358  1.414  0.31
H  1.585  0.876  2.130  0.30
H  1.569  -0.787  2.743  0.31
H  0.637  -1.525  0.401  0.32
H  -0.554  1.245  0.957  0.24
H  -2.480  -0.337  0.163  0.40
H  -1.279  -1.107  -0.906  0.27
H  -2.496  0.625  -1.921  0.29
O  0.770  0.209  -2.492  -0.68
H  1.233  0.272  -1.649  0.33
H  -0.077  0.644  -2.300  0.38

## Properties
LUMO	0.827	eV
DFT total energy	-8404.43359	eV
E_HOMO	-9.731	eV
relative energy (zero: lowest compared OMol25 entry of this formula, charge and spin)	25.68	kcal/mol
SMILES	C/C=C/CO.O

Formula: C4H10O2
Source: the Open Molecules 2025 dataset
Level of theory: wB97M-V/def2-TZVPD

Last column: Mulliken charge in e.
CARTESIAN COORDINATES (ANGSTROEM)
C  1.749  1.473  1.149  -1.10
C  1.238  0.588  0.060  -0.08
O  0.003  0.186  0.151  -0.20
C  -0.586  -0.650  -0.689  -0.31
C  -1.994  -1.011  -0.359  -0.49
O  -2.977  -0.170  -0.954  -0.52
H  1.568  2.538  0.945  0.28
H  2.831  1.347  1.264  0.33
H  1.274  1.225  2.102  0.28
H  1.608  -1.412  -0.034  0.10
H  1.685  0.603  -0.932  0.44
H  0.952  -1.780  -0.289  0.02
H  -0.253  -0.616  -1.724  0.40
H  -2.103  -1.042  0.735  0.25
H  -2.216  -2.012  -0.740  0.30
H  -2.780  0.734  -0.684  0.31

## Properties
LUMO (alpha / beta)	0.683 / 0.692	eV
DFT total energy	-8400.68281	eV
E_HOMO (alpha / beta)	-7.429 / -7.435	eV
relative energy (zero: lowest compared OMol25 entry of this formula, charge and spin)	112.17	kcal/mol

Formula: C4H10O2
Source: the Open Molecules 2025 dataset
Level of theory: wB97M-V/def2-TZVPD

Last column: Mulliken charge in e.
CARTESIAN COORDINATES (ANGSTROEM)
C  2.263  -0.763  -0.392  -0.69
O  1.492  0.233  0.244  -0.41
C  0.267  0.583  -0.393  -0.63
C  -0.851  0.435  0.643  0.52
C  -2.211  0.357  -0.032  -1.34
O  -0.634  -0.762  1.353  -0.56
H  1.626  -1.489  -0.912  0.34
H  2.977  -0.324  -1.099  0.27
H  2.818  -1.301  0.382  0.25
H  0.074  -0.107  -1.226  0.33
H  0.316  1.612  -0.780  0.33
H  -0.821  1.306  1.323  0.20
H  -2.997  0.212  0.717  0.33
H  -2.224  -0.496  -0.721  0.36
H  -2.424  1.270  -0.598  0.34
H  0.330  -0.766  1.489  0.36

## Properties
LUMO	1.018	eV
DFT total energy	-8404.42054	eV
E_HOMO	-9.962	eV
relative energy (zero: lowest compared OMol25 entry of this formula, charge and spin)	25.98	kcal/mol
SMILES	COC[C@@H](C)O

Formula: C4H10O2
Source: the Open Molecules 2025 dataset
Level of theory: wB97M-V/def2-TZVPD

Last column: Mulliken charge in e.
CARTESIAN COORDINATES (ANGSTROEM)
C  0.529  0.474  1.630  -0.89
C  0.570  0.004  0.382  0.49
C  0.651  -1.460  0.050  -1.08
C  0.534  0.956  -0.788  -0.43
O  -0.427  0.495  -1.731  -0.53
H  0.589  -0.191  2.488  0.28
H  0.426  1.538  1.836  0.27
H  1.564  -1.686  -0.515  0.31
H  0.643  -2.072  0.956  0.35
H  -0.207  -1.746  -0.567  0.30
H  0.288  1.969  -0.438  0.28
H  1.531  0.992  -1.256  0.34
H  -0.363  1.036  -2.527  0.28
O  -2.490  -0.293  0.171  -0.66
H  -1.857  -0.086  0.872  0.35
H  -2.027  0.024  -0.620  0.35

## Properties
LUMO	0.574	eV
DFT total energy	-8404.45713	eV
E_HOMO	-9.853	eV
relative energy (zero: lowest compared OMol25 entry of this formula, charge and spin)	25.13	kcal/mol
SMILES	C=C(C)CO.O